# 1
{
  "formula": "C38H48ClN5O4Pb",
  "method": "ωB97M-V/def2-TZVPD",
  "total_energy_ev": -73592.460,
  "e_above_lowest_ev": 0.178,
  "e_homo_ev": -6.4,
  "orbital_gap_ev": 6.976,
  "symbols": ["Pb", "C", "O", "C", "C", "C", "C", "C", "C", "N", "C", "N", "C", "C", "C", "C", "C", "C", "O", "C", "N", "C", "C", "C", "C", "C", "C", "O", "C", "H", "H", "H", "H", "H", "H", "H", "H", "H", "H", "H", "H", "H", "H", "H", "H", "H", "H", "H", "H", "H", "H", "C", "C", "N", "C", "C", "C", "C", "N", "H", "H", "H", "H", "H", "H", "H", "H", "H", "H", "H", "H", "H", "H", "Cl", "C", "C", "C", "C", "C", "C", "C", "H", "H", "H", "H", "H", "H", "C", "O", "C", "C", "H", "H", "H", "H", "H", "H"],
  "coordinates": [[0.61, 0.71, -1.13], [-4.35, -0.25, 2.07], [-3.73, -1.28, 1.32], [-3.74, -2.53, 1.84], [-4.53, -2.94, 2.91], [-4.50, -4.26, 3.34], [-3.66, -5.18, 2.73], [-2.84, -4.76, 1.69], [-2.86, -3.45, 1.24], [-2.03, -3.05, 0.17], [-1.05, -2.09, 0.25], [-0.90, -1.53, 1.48], [-0.12, -0.45, 1.95], [0.65, 0.43, 1.19], [1.40, 1.36, 1.92], [1.36, 1.48, 3.30], [0.52, 0.65, 4.02], [-0.20, -0.31, 3.35], [-1.07, -1.16, 4.05], [-0.40, -2.25, 4.67], [-0.29, -1.79, -0.75], [-0.51, -2.46, -1.98], [-1.32, -1.86, -2.95], [-1.54, -2.45, -4.18], [-0.94, -3.67, -4.47], [-0.14, -4.28, -3.52], [0.08, -3.69, -2.28], [0.83, -4.45, -1.41], [1.69, -3.83, -0.46], [-4.14, 0.67, 1.54], [-3.93, -0.20, 3.08], [-5.44, -0.40, 2.13], [-5.19, -2.24, 3.39], [-5.13, -4.56, 4.16], [-3.64, -6.21, 3.06], [-2.15, -5.46, 1.23], [-1.96, -3.67, -0.62], [-1.50, -1.90, 2.20], [2.08, 2.01, 1.37], [1.96, 2.23, 3.81], [0.42, 0.73, 5.10], [-1.16, -2.84, 5.18], [0.33, -1.89, 5.40], [0.11, -2.86, 3.93], [-1.76, -0.90, -2.70], [-2.17, -1.95, -4.91], [-1.10, -4.15, -5.42], [0.33, -5.23, -3.72], [2.45, -4.58, -0.24], [1.17, -3.55, 0.45], [2.17, -2.95, -0.89], [-3.18, 6.22, 0.04], [-1.70, 6.32, -0.34], [-0.91, 5.20, 0.14], [-0.59, 5.17, 1.56], [-1.36, 4.14, 2.37], [-0.51, 4.17, -0.66], [-0.97, 4.16, -2.09], [0.24, 3.20, -0.27], [-3.73, 7.07, -0.36], [-3.30, 6.22, 1.12], [-3.62, 5.30, -0.35], [-1.27, 7.23, 0.08], [-1.59, 6.40, -1.42], [-0.79, 6.17, 1.94], [0.49, 5.03, 1.68], [-2.43, 4.33, 2.31], [-1.06, 4.18, 3.41], [-1.18, 3.12, 2.02], [-2.04, 4.33, -2.18], [-0.73, 3.19, -2.52], [-0.45, 4.93, -2.67], [0.53, 3.30, 0.69], [7.10, -1.59, -2.80], [5.40, -1.18, -2.88], [4.99, 0.08, -2.76], [3.52, 0.42, -2.73], [2.72, -0.65, -3.45], [1.62, -0.38, -4.16], [3.20, -2.03, -3.36], [4.48, -2.29, -3.08], [5.72, 0.86, -2.60], [3.37, 1.36, -3.27], [1.03, -1.18, -4.61], [1.30, 0.63, -4.33], [2.50, -2.83, -3.58], [4.87, -3.30, -3.06], [4.47, 2.59, -0.83], [3.16, 2.09, -0.94], [2.99, 0.70, -1.28], [3.66, -0.21, -0.26], [5.00, 2.60, -1.79], [5.07, 2.03, -0.11], [4.39, 3.62, -0.49], [4.75, -0.13, -0.23], [3.45, -1.25, -0.51], [3.27, -0.03, 0.74]],
  "lowdin_charge": [1.3090, -0.0608, -0.0746, -0.2361, -0.0116, -0.0830, -0.0908, -0.0122, -0.1807, 0.1639, -0.3732, 0.1599, -0.1792, -0.2317, -0.1860, -0.0929, -0.0271, -0.2447, -0.1414, -0.0667, 0.0331, -0.2581, -0.0568, -0.1010, -0.0939, -0.0186, -0.2511, -0.0850, -0.0562, 0.0947, 0.1001, 0.0923, 0.1054, 0.1040, 0.1014, 0.1186, 0.1471, 0.1122, 0.0805, 0.0997, 0.1168, 0.0905, 0.0886, 0.0935, 0.0945, 0.1011, 0.1006, 0.1188, 0.0961, 0.0798, 0.0645, -0.0731, -0.2250, -0.0935, -0.2082, -0.0655, -0.4290, -0.0200, 0.0588, 0.0745, 0.0649, 0.0755, 0.1185, 0.1022, 0.1169, 0.1198, 0.0652, 0.0781, 0.0615, 0.0803, 0.0384, 0.0904, 0.0128, 0.6446, -0.6682, -0.0924, -0.2422, -0.2819, 0.0410, -0.0499, -0.1010, 0.0986, 0.1478, 0.0624, 0.0616, 0.1087, 0.0998, -0.1082, -0.2727, -0.5215, -0.0777, 0.0738, 0.0883, 0.0888, 0.0752, 0.0677, 0.0615]
}

---

# 2
{
  "formula": "C4H2O2Pb",
  "method": "ωB97M-V/def2-TZVPD",
  "total_energy_ev": -13510.606,
  "spin_multiplicity": 2,
  "e_homo_ev": [-13.7, -15.1],
  "orbital_gap_ev": [8.258, 8.018],
  "total_charge": 1,
  "symbols": ["O", "H", "C", "C", "C", "C", "O", "Pb", "H"],
  "coordinates": [[-1.19, -1.25, -0.58], [-2.13, -1.16, -0.35], [-1.08, 1.81, 0.03], [-0.83, 0.71, 0.58], [-0.32, -0.57, 0.28], [1.11, -0.64, 0.14], [1.81, 0.40, 0.04], [1.07, 2.32, -0.04], [1.55, -1.62, -0.11]],
  "nbo_charge": [-0.5893, 0.5257, -0.2562, -0.2926, 0.2744, 0.3401, -0.7092, 1.4901, 0.2170]
}

---

# 3
{
  "formula": "C7H14N2O3",
  "method": "ωB97M-V/def2-TZVPD",
  "total_energy_ev": -16609.981,
  "e_above_lowest_ev": 0.000,
  "e_homo_ev": -9.5,
  "smiles": "CCNC(=O)CC[C@@H](N)C(=O)O",
  "orbital_gap_ev": 9.861,
  "symbols": ["C", "C", "N", "C", "O", "C", "C", "C", "N", "C", "O", "O", "H", "H", "H", "H", "H", "H", "H", "H", "H", "H", "H", "H", "H", "H"],
  "coordinates": [[-1.93, 2.51, 0.98], [-0.87, 2.78, -0.09], [-0.24, 1.56, -0.54], [1.06, 1.27, -0.30], [1.80, 2.02, 0.30], [1.53, -0.07, -0.86], [1.66, -1.15, 0.21], [0.32, -1.70, 0.75], [-0.26, -0.80, 1.71], [-0.57, -2.08, -0.43], [-0.39, -3.02, -1.16], [-1.62, -1.26, -0.59], [-1.47, 2.10, 1.88], [-2.68, 1.81, 0.61], [-2.42, 3.44, 1.24], [-0.07, 3.41, 0.32], [-1.32, 3.28, -0.95], [-0.83, 0.87, -0.97], [2.53, 0.11, -1.28], [0.88, -0.40, -1.67], [2.22, -1.99, -0.21], [2.22, -0.76, 1.06], [0.54, -2.64, 1.27], [-1.18, -1.11, 2.00], [-0.34, 0.14, 1.34], [-2.18, -1.57, -1.32]],
  "nbo_charge": [-0.6153, -0.2286, -0.6311, 0.6711, -0.6258, -0.5002, -0.3842, -0.1641, -0.8196, 0.7727, -0.5883, -0.7135, 0.2096, 0.2001, 0.2173, 0.2362, 0.1881, 0.4044, 0.2461, 0.2028, 0.2261, 0.2385, 0.2260, 0.3643, 0.3658, 0.5016]
}

---

# 4
{
  "formula": "C4H13NO2",
  "method": "ωB97M-V/def2-TZVPD",
  "total_energy_ev": -9943.051,
  "e_above_lowest_ev": 1.146,
  "e_homo_ev": -7.8,
  "smiles": "C/C=C(/C)N.O.O",
  "orbital_gap_ev": 8.452,
  "symbols": ["C", "C", "C", "C", "N", "H", "H", "H", "H", "H", "H", "H", "H", "H", "O", "H", "H", "O", "H", "H"],
  "coordinates": [[-0.28, 0.87, 0.23], [0.50, -0.41, 0.42], [0.59, -1.09, 1.57], [1.79, -1.93, 1.89], [-0.41, -1.10, 2.55], [-0.77, 1.14, 1.16], [0.43, 1.67, 0.00], [-1.00, 0.83, -0.60], [1.06, -0.74, -0.45], [1.63, -2.79, 2.56], [2.49, -1.27, 2.40], [2.28, -2.18, 0.95], [-0.97, -0.27, 2.59], [-0.05, -1.42, 3.43], [-6.46, 2.34, -2.50], [-5.89, 1.61, -2.22], [-5.86, 2.76, -3.14], [3.99, 0.83, -3.60], [3.56, 0.42, -4.35], [3.36, 0.75, -2.88]],
  "nbo_charge": [-0.6255, -0.3156, 0.1941, -0.6462, -0.8090, 0.1902, 0.2120, 0.2066, 0.1900, 0.2087, 0.2195, 0.2289, 0.3764, 0.3697, -0.9269, 0.4635, 0.4633, -0.9365, 0.4679, 0.4688]
}

---

# 5
{
  "formula": "C2H5NOS",
  "method": "ωB97M-V/def2-TZVPD",
  "total_energy_ev": -16526.118,
  "e_above_lowest_ev": 2.263,
  "e_homo_ev": -8.7,
  "smiles": "CO/C=N\\S",
  "orbital_gap_ev": 9.513,
  "symbols": ["C", "O", "C", "N", "S", "H", "H", "H", "H", "H"],
  "coordinates": [[1.21, 0.67, -2.00], [0.40, 0.14, -1.07], [0.99, 0.02, 0.13], [0.29, -0.28, 1.14], [-1.45, -0.30, 1.16], [0.78, 1.56, -2.39], [1.20, -0.06, -2.85], [2.21, 0.78, -1.60], [2.11, -0.06, 0.21], [-1.63, -0.70, -0.15]],
  "nbo_charge": [-0.2407, -0.4987, 0.3631, -0.6070, 0.1603, 0.1867, 0.1780, 0.1736, 0.1760, 0.1086]
}

---

# 6
{
  "formula": "C16H32ClMnO6Si4Te",
  "method": "ωB97M-V/def2-TZVPD",
  "total_energy_ev": -112027.958,
  "spin_multiplicity": 4,
  "e_above_lowest_ev": 1.402,
  "e_homo_ev": [-11.1, -11.8],
  "orbital_gap_ev": [6.884, 5.873],
  "total_charge": 1,
  "symbols": ["Mn", "O", "Cl", "O", "O", "O", "C", "Si", "C", "C", "Si", "Te", "Si", "C", "C", "C", "Si", "C", "C", "C", "H", "H", "H", "H", "H", "H", "H", "H", "H", "H", "H", "H", "H", "H", "H", "H", "H", "H", "H", "H", "H", "H", "H", "H", "H", "H", "H", "O", "C", "O", "C", "C", "C", "C", "C", "C", "H", "H", "H", "H", "H"],
  "coordinates": [[-0.62, 0.02, 1.71], [-1.88, 1.57, 0.40], [-1.47, 1.82, 1.80], [-2.57, 2.02, 2.65], [-0.60, 2.96, 1.78], [-0.41, -0.83, 0.49], [3.01, 2.39, -2.75], [3.26, 0.52, -2.48], [3.20, -0.47, -4.10], [4.71, -0.03, -1.37], [0.81, 0.08, -1.41], [1.43, 1.26, 0.68], [-1.08, 1.08, -2.75], [-2.63, 0.09, -2.27], [-1.11, 2.95, -2.43], [-0.52, 0.66, -4.54], [0.21, -2.62, -1.25], [-1.51, -3.18, -0.69], [1.71, -2.98, -0.13], [0.52, -3.07, -3.08], [3.95, 2.92, -2.89], [2.52, 2.84, -1.89], [2.40, 2.58, -3.63], [3.98, -0.13, -4.78], [2.25, -0.34, -4.62], [3.37, -1.52, -3.94], [5.66, 0.36, -1.72], [4.81, -1.11, -1.35], [4.57, 0.31, -0.35], [-2.67, 0.01, -1.19], [-2.63, -0.92, -2.69], [-3.54, 0.59, -2.60], [-1.35, 3.12, -1.39], [-1.86, 3.45, -3.03], [-0.15, 3.43, -2.64], [-0.24, -0.38, -4.66], [0.32, 1.27, -4.86], [-1.34, 0.86, -5.23], [-1.84, -2.58, 0.16], [-1.53, -4.22, -0.39], [-2.26, -3.06, -1.48], [1.61, -2.44, 0.82], [2.64, -2.68, -0.59], [1.79, -4.04, 0.10], [-0.31, -2.79, -3.72], [0.62, -4.15, -3.16], [1.42, -2.63, -3.48], [-0.09, 0.37, 3.48], [-1.25, 0.02, 3.90], [-1.95, -0.60, 3.06], [-1.68, 0.33, 5.26], [-2.95, -0.05, 5.70], [-3.32, 0.23, 7.00], [-2.44, 0.87, 7.87], [-1.19, 1.27, 7.42], [-0.81, 1.00, 6.12], [-3.61, -0.54, 5.01], [-4.30, -0.05, 7.35], [-2.74, 1.05, 8.89], [-0.52, 1.79, 8.08], [0.16, 1.30, 5.76]],
  "nbo_charge": [0.7723, -0.8497, 2.0731, -0.7554, -0.8012, -0.5500, -1.1307, 1.4740, -1.1317, -1.1284, 0.0021, 0.2739, 1.3681, -1.1193, -1.1201, -1.1110, 1.6330, -1.1463, -1.1402, -1.1442, 0.2693, 0.2491, 0.2542, 0.2620, 0.2482, 0.2447, 0.2660, 0.2524, 0.2503, 0.2624, 0.2366, 0.2648, 0.2694, 0.2590, 0.2426, 0.2339, 0.2383, 0.2583, 0.2629, 0.2698, 0.2578, 0.2494, 0.2465, 0.2646, 0.2504, 0.2640, 0.2442, -0.6311, 0.7732, -0.6045, -0.1396, -0.1449, -0.2173, -0.1542, -0.2035, -0.1644, 0.2337, 0.2274, 0.2268, 0.2264, 0.2325]
}

---

# 7
{
  "formula": "C43H27N12NbO5",
  "method": "ωB97M-V/def2-TZVPD",
  "total_energy_ev": -74686.473,
  "e_above_lowest_ev": 0.000,
  "e_homo_ev": [-11.8, -11.8],
  "orbital_gap_ev": [4.361, 4.365],
  "total_charge": 2,
  "symbols": ["Nb", "C", "C", "C", "C", "C", "N", "C", "C", "C", "C", "C", "C", "C", "C", "N", "C", "N", "C", "N", "C", "N", "C", "N", "C", "N", "C", "C", "C", "C", "C", "C", "C", "C", "C", "C", "C", "C", "C", "C", "N", "H", "H", "H", "H", "H", "H", "H", "H", "H", "H", "H", "H", "H", "H", "H", "H", "O", "C", "O", "C", "C", "C", "C", "C", "C", "N", "O", "O", "H", "H", "H", "H", "C", "N", "C", "C", "O", "N", "C", "N", "H", "H", "H", "H", "H", "H", "H"],
  "coordinates": [[-15.67, 9.11, 12.88], [-11.50, 11.17, 17.30], [-11.70, 9.87, 17.88], [-12.79, 9.10, 17.46], [-13.65, 9.59, 16.47], [-14.78, 9.02, 15.81], [-15.30, 7.85, 16.16], [-16.31, 7.25, 15.52], [-16.94, 5.98, 15.88], [-16.64, 5.08, 16.90], [-17.28, 3.87, 16.91], [-18.24, 3.57, 15.93], [-18.54, 4.45, 14.87], [-17.86, 5.66, 14.84], [-17.73, 6.69, 13.87], [-18.26, 6.73, 12.67], [-18.04, 7.66, 11.76], [-17.45, 8.95, 12.01], [-17.82, 9.75, 10.93], [-17.84, 11.08, 10.91], [-17.20, 11.83, 11.80], [-16.40, 11.36, 12.86], [-15.82, 12.39, 13.49], [-14.93, 12.23, 14.48], [-14.54, 11.05, 14.97], [-15.24, 9.82, 14.79], [-13.49, 10.86, 15.94], [-12.38, 11.65, 16.37], [-16.34, 13.63, 12.95], [-16.04, 14.95, 13.19], [-16.67, 15.95, 12.47], [-17.56, 15.62, 11.48], [-17.81, 14.27, 11.12], [-17.18, 13.27, 11.86], [-18.51, 8.96, 9.95], [-19.09, 9.27, 8.66], [-19.85, 8.29, 8.07], [-19.98, 6.99, 8.61], [-19.41, 6.67, 9.82], [-18.62, 7.64, 10.47], [-16.81, 7.63, 14.31], [-10.69, 11.75, 17.67], [-11.04, 9.57, 18.70], [-13.00, 8.14, 17.93], [-15.96, 5.38, 17.70], [-17.04, 3.12, 17.69], [-18.83, 2.64, 15.98], [-19.32, 4.24, 14.14], [-12.24, 12.70, 16.00], [-15.30, 15.22, 13.98], [-16.55, 17.02, 12.72], [-18.04, 16.37, 10.84], [-18.52, 14.01, 10.32], [-18.97, 10.27, 8.23], [-20.39, 8.53, 7.13], [-20.59, 6.26, 8.08], [-19.63, 5.74, 10.34], [-13.17, 11.12, 10.84], [-13.96, 10.30, 10.42], [-14.87, 9.67, 11.21], [-14.03, 9.83, 8.97], [-14.93, 8.85, 8.53], [-15.01, 8.49, 7.20], [-14.20, 9.11, 6.28], [-13.32, 10.11, 6.69], [-13.20, 10.43, 8.02], [-14.49, 8.94, 4.86], [-15.39, 8.13, 4.57], [-13.87, 9.67, 4.09], [-15.64, 8.39, 9.22], [-15.73, 7.72, 6.87], [-12.69, 10.64, 5.93], [-12.49, 11.22, 8.35], [-9.69, 6.72, 12.95], [-11.08, 7.25, 12.94], [-12.27, 6.43, 12.57], [-13.31, 7.50, 12.81], [-14.56, 7.40, 12.54], [-12.79, 8.66, 13.20], [-11.44, 8.48, 13.31], [-10.62, 9.42, 13.76], [-9.69, 5.84, 12.32], [-9.40, 6.42, 13.96], [-8.99, 7.42, 12.52], [-12.42, 5.53, 13.18], [-12.24, 6.08, 11.50], [-11.05, 10.30, 14.06], [-9.65, 9.42, 13.53]],
  "lowdin_charge": [2.0355, -0.0459, -0.0185, 0.0134, -0.1265, -0.2797, 0.2223, -0.2356, -0.0841, -0.0075, -0.0495, -0.0320, 0.0210, -0.1002, -0.2472, 0.2310, -0.2135, -0.0716, -0.2619, 0.2368, -0.2015, 0.0640, -0.2520, 0.2283, -0.2113, -0.0562, -0.1064, -0.0060, -0.0977, 0.0019, -0.0524, -0.0403, 0.0297, -0.0986, -0.0770, 0.0198, -0.0445, -0.0289, 0.0143, -0.1074, 0.0510, 0.1070, 0.1205, 0.1237, 0.1309, 0.1316, 0.1221, 0.1275, 0.1394, 0.1428, 0.1319, 0.1223, 0.1280, 0.1294, 0.1330, 0.1196, 0.1277, 0.1120, -0.4566, -0.2813, -0.1111, -0.0073, 0.0062, -0.1400, 0.0190, 0.0001, -0.3136, 0.0801, 0.0960, 0.1063, 0.1412, 0.1491, 0.1410, 0.0243, -0.0559, 0.0287, -0.3998, -0.1563, 0.1857, -0.3515, 0.2619, 0.0995, 0.1070, 0.0893, 0.1548, 0.1683, 0.1298, 0.1212]
}

---

# 8
{
  "formula": "C6H16",
  "method": "ωB97M-V/def2-TZVPD",
  "total_energy_ev": -6480.796,
  "e_above_lowest_ev": 0.862,
  "e_homo_ev": -10.9,
  "smiles": "CC(C)C.CC",
  "orbital_gap_ev": 11.997,
  "symbols": ["C", "C", "C", "C", "H", "H", "H", "H", "H", "H", "H", "H", "H", "H", "C", "C", "H", "H", "H", "H", "H", "H"],
  "coordinates": [[-1.38, 0.45, -1.54], [0.03, -0.22, -1.68], [0.36, -1.09, -0.47], [-0.13, -1.09, -2.97], [-1.52, 0.86, -0.53], [-2.09, -0.36, -1.61], [-1.49, 1.23, -2.28], [0.75, 0.55, -1.95], [0.89, -0.49, 0.27], [-0.58, -1.43, -0.02], [0.87, -2.00, -0.78], [-1.15, -1.22, -3.31], [0.33, -0.64, -3.85], [0.33, -2.08, -2.85], [0.47, 1.39, 3.55], [0.68, 0.43, 2.40], [0.09, 2.33, 3.14], [-0.13, 0.93, 4.33], [1.45, 1.76, 3.91], [1.49, -0.29, 2.47], [1.00, 1.06, 1.55], [-0.26, -0.09, 2.23]],
  "nbo_charge": [-0.5982, -0.2202, -0.6115, -0.6114, 0.1992, 0.1986, 0.2078, 0.1974, 0.2211, 0.2006, 0.2062, 0.2018, 0.2061, 0.2015, -0.6114, -0.6134, 0.2058, 0.2064, 0.2020, 0.2064, 0.1988, 0.2063]
}